#i
Computed, not measured: 2 unconnected molecules or ions with the total composition C9H14, with ωB97M-V with the def2-TZVPD basis set.

Properties
LUMO energy: 1.0 eV

```
! wB97M-V def2-TZVPD RIJCOSX def2/J DEFGRID3
* xyz 0 1
C 0.5097 -1.1731 2.5815
C -0.1159 -1.3485 1.2225
C -1.3517 -0.8005 0.9112
C -1.8544 -0.8328 -0.3816
C -1.1046 -1.4331 -1.3743
C 0.0953 -2.0851 -1.0676
C 0.5786 -2.0334 0.2272
H 1.5647 -0.9568 2.4284
H 0.3906 -2.0728 3.1903
H 0.0786 -0.3405 3.1344
H -1.9031 -0.3172 1.7113
H -2.7922 -0.3762 -0.6718
H -1.3840 -1.4515 -2.4236
H 0.6090 -2.5864 -1.8834
H 1.5171 -2.5368 0.4643
C 0.0562 2.7056 -0.5553
C 1.2491 2.4090 -1.4524
H 0.2424 2.3790 0.4689
H -0.1944 3.7640 -0.4678
H -0.8536 2.2174 -0.9114
H 1.7752 1.5094 -1.1321
H 1.9770 3.2030 -1.5562
H 0.9105 2.1573 -2.4626
*
```

And the natural (NBO) charges, in e, turn out to be:
1 C -0.63
2 C 0.00
3 C -0.22
4 C -0.21
5 C -0.22
6 C -0.20
7 C -0.22
8 H 0.22
9 H 0.22
10 H 0.22
11 H 0.21
12 H 0.22
13 H 0.21
14 H 0.21
15 H 0.21
16 C -0.61
17 C -0.61
18 H 0.20
19 H 0.20
20 H 0.21
21 H 0.21
22 H 0.20
23 H 0.20

=====

#ii
Computed, not measured: 2 unconnected molecules or ions with the total composition C9H14, with ωB97M-V with the def2-TZVPD basis set.

Properties
LUMO energy: 1.0 eV

```
! wB97M-V def2-TZVPD RIJCOSX def2/J DEFGRID3
* xyz 0 1
C 1.9279 -1.6699 -0.1873
C 0.7327 -1.1788 0.5876
C 0.8006 -0.9572 1.9532
C -0.3963 -0.9070 2.6841
C -1.6250 -1.0822 2.0885
C -1.7119 -1.2205 0.6969
C -0.5303 -1.1905 -0.0072
H 1.8157 -1.4949 -1.2546
H 1.9383 -2.7530 -0.1303
H 2.8603 -1.2026 0.1253
H 1.7198 -0.9519 2.5211
H -0.3288 -0.8222 3.7636
H -2.4623 -1.0169 2.7694
H -2.6645 -1.4569 0.2352
H -0.5186 -1.2718 -1.0869
C -0.5319 1.8335 -1.4880
C 0.1526 3.0117 -2.1685
H -1.3473 2.0179 -0.7833
H -1.0589 1.2016 -2.2160
H 0.1600 1.1647 -0.9815
H -0.0316 3.9951 -1.7279
H 1.2373 2.8548 -2.1806
H -0.1377 3.0971 -3.2127
*
```

And the natural (NBO) charges, in e, turn out to be:
1 C -0.63
2 C -0.01
3 C -0.22
4 C -0.20
5 C -0.23
6 C -0.21
7 C -0.22
8 H 0.21
9 H 0.22
10 H 0.22
11 H 0.21
12 H 0.21
13 H 0.21
14 H 0.22
15 H 0.21
16 C -0.62
17 C -0.62
18 H 0.21
19 H 0.20
20 H 0.21
21 H 0.21
22 H 0.21
23 H 0.20

=====

Computed relative energies in units of hartree: #i 0.0000; #ii 0.0123

=====

#i
Computed, not measured: 2 unconnected molecules or ions with the total composition CHFI2S, with ωB97M-V with the def2-TZVPD basis set.

Properties
LUMO energy: -1.4 eV

```
! wB97M-V def2-TZVPD RIJCOSX def2/J DEFGRID3
* xyz 0 1
C 0.8860 0.2716 0.1535
F 1.3946 -0.2808 1.2739
S -0.8817 -1.6314 -0.0576
I -0.0523 2.0587 0.1918
I -2.8453 -0.3663 -0.7923
H 1.4988 -0.0518 -0.7692
*
```

And the natural (NBO) charges, in e, turn out to be:
1 C 0.05
2 F -0.33
3 S -0.30
4 I 0.32
5 I 0.04
6 H 0.22

=====

#ii
Computed, not measured: a molecular structure, CHFI2S, with ωB97M-V with the def2-TZVPD basis set.

Properties
LUMO energy (alpha / beta): -1.7 / -1.7 eV

```
! wB97M-V def2-TZVPD RIJCOSX def2/J DEFGRID3
* xyz 0 1
C -0.6411 0.0862 -0.2568
F 0.3533 0.5993 1.7981
S 0.5139 -1.1284 -0.2050
I -2.5769 -0.5449 -0.3615
I 2.5825 -0.0587 -0.3848
H -0.2317 1.0465 -0.5899
*
```

And the natural (NBO) charges, in e, turn out to be:
1 C -0.41
2 F -0.75
3 S 0.35
4 I 0.37
5 I 0.18
6 H 0.26

=====

Computed relative energies in units of hartree: #i 0.0000; #ii 0.0288

=====

#i
Computed, not measured: a single CH5O3PS molecule, with ωB97M-V with the def2-TZVPD basis set.

Properties
LUMO energy: 0.6 eV

```
! wB97M-V def2-TZVPD RIJCOSX def2/J DEFGRID3
* xyz 0 1
C 0.9616 1.1418 -0.9102
O 0.4385 0.7988 0.3772
P -0.5231 -0.4702 0.5218
O -1.1425 -0.2827 1.9257
O 0.4880 -1.7027 0.7900
S -1.8322 -0.8600 -0.8892
H 0.8979 2.2182 -0.9677
H 0.3436 0.5021 -1.6870
H 2.0127 0.9248 -1.0625
H -1.9735 0.1526 1.7799
H 0.3287 -2.4230 0.1220
*
```

And the natural (NBO) charges, in e, turn out to be:
1 C -0.27
2 O -0.81
3 P 2.06
4 O -0.97
5 O -0.99
6 S -0.66
7 H 0.20
8 H 0.21
9 H 0.19
10 H 0.52
11 H 0.53

=====

#ii
Computed, not measured: 2 unconnected molecules or ions with the total composition CH5O3PS, with ωB97M-V with the def2-TZVPD basis set.

Properties
LUMO energy: -0.8 eV

```
! wB97M-V def2-TZVPD RIJCOSX def2/J DEFGRID3
* xyz 0 1
C -1.6804 0.5661 -0.2547
O 1.6260 -1.5248 -0.1545
O 1.0516 0.2769 1.2920
O -0.8496 -0.2251 -1.0754
P 1.3988 0.0270 -0.1557
S 2.6255 1.2991 -0.8637
H -2.5786 -0.0763 0.0265
H -1.9779 1.4729 -0.6835
H -1.1760 0.6920 0.7207
H 0.9165 -2.0180 -0.5995
H 0.6442 -0.4898 1.7478
*
```

And the natural (NBO) charges, in e, turn out to be:
1 C -0.25
2 O -1.00
3 O -0.99
4 O -0.76
5 P 1.86
6 S -0.42
7 H 0.16
8 H 0.17
9 H 0.15
10 H 0.55
11 H 0.53

=====

Computed relative energies in units of hartree: #i 0.0000; #ii 0.1190

=====

#i
Computed, not measured: a single C2H2ClNO molecule, with ωB97M-V with the def2-TZVPD basis set.

Properties
LUMO energy: 0.5 eV

```
! wB97M-V def2-TZVPD RIJCOSX def2/J DEFGRID3
* xyz 0 1
O -0.0213 1.8683 -1.0206
C -0.0127 0.7948 -0.5451
N 0.2102 -0.5415 -0.7192
C -0.1162 -0.1399 0.6261
Cl -1.7076 -0.3776 1.3173
H 0.9501 -1.2938 -1.0019
H 0.6975 -0.3103 1.3433
*
```

And the natural (NBO) charges, in e, turn out to be:
1 O -0.50
2 C 0.70
3 N -0.64
4 C -0.17
5 Cl -0.03
6 H 0.43
7 H 0.21

=====

#ii
Computed, not measured: a single C2H2ClNO molecule, with ωB97M-V with the def2-TZVPD basis set.

Properties
LUMO energy (alpha / beta): -1.0 / -0.8 eV

```
! wB97M-V def2-TZVPD RIJCOSX def2/J DEFGRID3
* xyz 0 1
C -0.0189 -0.6971 1.1172
C 0.3856 -0.1117 0.0041
N -0.6321 0.4982 -0.6486
O -1.6846 0.5924 0.0099
Cl 1.9358 -0.1423 -0.8516
H 0.5601 -1.0783 1.9372
H -0.5459 0.9387 -1.5683
*
```

And the natural (NBO) charges, in e, turn out to be:
1 C -0.05
2 C -0.05
3 N -0.13
4 O -0.33
5 Cl 0.00
6 H 0.18
7 H 0.37

=====

#iii
Computed, not measured: a single C2H2ClNO molecule, with ωB97M-V with the def2-TZVPD basis set.

Properties
LUMO energy: 0.5 eV

```
! wB97M-V def2-TZVPD RIJCOSX def2/J DEFGRID3
* xyz 0 1
N 3.2242 1.3752 -0.2940
C 2.3213 0.7211 -0.0686
C 0.7943 -0.0978 0.1023
O -0.2253 0.3199 -0.6504
Cl 1.3305 -1.7863 -0.2567
H 0.5830 -0.0119 1.1690
H -0.2059 -0.1039 -1.5207
*
```

And the natural (NBO) charges, in e, turn out to be:
1 N -0.34
2 C 0.19
3 C 0.12
4 O -0.65
5 Cl -0.04
6 H 0.22
7 H 0.50

=====

Computed relative energies in units of hartree: #i 0.0151; #ii 0.1570; #iii 0.0000

=====

#i
Computed, not measured: 2 unconnected molecules or ions with the total composition C4H14N4, with ωB97M-V with the def2-TZVPD basis set.

Properties
LUMO energy (alpha / beta): -10.8 / -10.8 eV

```
! wB97M-V def2-TZVPD RIJCOSX def2/J DEFGRID3
* xyz 2 1
C 0.2740 -0.3108 -0.6531
C 0.1695 -1.7480 -0.1905
C 1.8633 0.0274 0.9388
C -2.4213 -0.3563 0.0011
N 1.3502 0.3862 -0.3248
N -1.3022 0.3777 0.4056
N 1.7666 1.5279 -0.9168
N -1.5447 1.6243 0.5735
H -0.0116 -0.0821 -1.6544
H -0.0100 -2.0909 0.8134
H 1.1152 -2.1193 -0.4657
H -0.7138 -2.1081 -0.5898
H 2.3175 -0.8869 0.9299
H 2.5080 0.8066 1.3262
H 1.1228 -0.1338 1.7303
H -3.2551 0.3081 -0.1753
H -2.2472 -1.1958 -0.6135
H -2.4861 -1.0075 1.0152
H 2.7098 2.0051 -0.7236
H 1.5451 1.7877 -1.9268
H -2.1918 2.1940 -0.0590
H -0.9319 2.1717 1.1256
*
```

And the natural (NBO) charges, in e, turn out to be:
1 C 0.13
2 C -0.67
3 C -0.46
4 C -0.48
5 N -0.03
6 N 0.02
7 N -0.60
8 N -0.36
9 H 0.24
10 H 0.27
11 H 0.27
12 H 0.24
13 H 0.26
14 H 0.26
15 H 0.26
16 H 0.25
17 H 0.28
18 H 0.34
19 H 0.46
20 H 0.44
21 H 0.43
22 H 0.43

=====

#ii
Computed, not measured: 2 unconnected molecules or ions with the total composition C4H14N4, with ωB97M-V with the def2-TZVPD basis set.

Properties
LUMO energy: -7.5 eV

```
! wB97M-V def2-TZVPD RIJCOSX def2/J DEFGRID3
* xyz 2 1
C -0.0065 -0.3294 -0.5504
C 0.9307 0.5205 -1.0099
C 1.9447 0.3084 -2.0890
C -0.9418 -0.1550 0.5974
N -0.2924 0.3742 1.7161
N -2.1924 0.2688 0.3462
N 1.1729 1.9038 -0.4188
N -1.2477 -2.1240 1.1229
H -0.0640 -1.2061 -1.0494
H 1.7966 1.1525 -2.7257
H 2.9173 0.0922 -1.6950
H 1.6895 -0.7560 -2.4267
H -0.8095 0.5804 2.5299
H 0.6190 0.0359 2.1451
H -2.4983 0.1668 -0.5350
H -2.7927 0.5424 1.0364
H 2.2105 2.0819 -0.4360
H 0.9579 1.8201 0.5772
H 0.4549 2.5817 -0.8083
H -1.3831 -2.4839 2.1090
H -2.0262 -2.6490 0.7805
H -0.4393 -2.7263 0.7834
*
```

And the natural (NBO) charges, in e, turn out to be:
1 C -0.29
2 C 0.26
3 C -0.68
4 C 0.57
5 N -0.83
6 N -0.72
7 N -0.75
8 N -0.97
9 H 0.26
10 H 0.26
11 H 0.27
12 H 0.27
13 H 0.42
14 H 0.44
15 H 0.41
16 H 0.42
17 H 0.48
18 H 0.46
19 H 0.48
20 H 0.42
21 H 0.41
22 H 0.40

=====

Computed relative energies in units of hartree: #i 0.1851; #ii 0.0000

=====

#i
Computed, not measured: 4 unconnected molecules or ions with the total composition C3H14O3S, with ωB97M-V with the def2-TZVPD basis set.

Properties
LUMO energy: 0.3 eV

```
! wB97M-V def2-TZVPD RIJCOSX def2/J DEFGRID3
* xyz 0 1
C -3.1974 0.4615 -1.5653
C -2.2727 -0.3618 -0.5985
C -1.2941 -1.1539 -1.3085
S -0.0003 -1.9930 -0.3379
H -4.0382 0.7521 -1.0466
H -3.5003 0.0655 -2.4196
H -2.7503 1.2409 -1.9893
H -1.7545 0.3107 0.1631
H -2.9579 -1.1384 -0.1844
H -0.8991 -0.7438 -2.2287
H -1.7247 -2.0618 -1.6979
H 0.5379 -0.9921 0.4065
O 2.6480 0.1565 3.0370
H 2.7358 0.7519 2.3590
H 2.1535 0.6258 3.5928
O 0.2017 2.5040 0.0529
H -0.6509 2.9297 0.0070
H 0.7562 3.2612 -0.0537
O 3.0090 1.2292 0.5780
H 2.3736 1.5631 -0.1499
H 3.4389 0.5307 0.1388
*
```

And the natural (NBO) charges, in e, turn out to be:
1 C -0.60
2 C -0.42
3 C -0.50
4 S -0.06
5 H 0.20
6 H 0.20
7 H 0.20
8 H 0.21
9 H 0.21
10 H 0.20
11 H 0.21
12 H 0.13
13 O -0.93
14 H 0.48
15 H 0.45
16 O -0.94
17 H 0.47
18 H 0.46
19 O -0.95
20 H 0.49
21 H 0.48

=====

#ii
Computed, not measured: 4 unconnected molecules or ions with the total composition C3H14O3S, with ωB97M-V with the def2-TZVPD basis set.

Properties
LUMO energy: 0.6 eV

```
! wB97M-V def2-TZVPD RIJCOSX def2/J DEFGRID3
* xyz 0 1
C 0.3253 0.7261 -1.0147
C -0.2996 -0.6216 -1.1714
S 1.0808 -1.9086 -1.3942
C 1.3433 -2.3781 0.3510
H 0.5229 0.9670 0.0580
H -0.3325 1.5302 -1.2885
H 1.2659 0.7866 -1.5583
H -0.7685 -0.8177 -2.1522
H -1.0277 -1.0347 -0.4524
H 1.9312 -3.3162 0.4759
H 1.9610 -1.5454 0.7137
H 0.4252 -2.2068 0.9133
O 3.3520 2.3068 3.5148
H 3.5487 3.2511 3.5182
H 2.7978 2.2738 2.7266
O -2.2816 3.1097 0.5212
H -3.2470 3.1755 0.5156
H -2.0780 3.3611 -0.3894
O -2.8035 -2.3628 -1.0203
H -2.9296 -3.3085 -0.9705
H -2.7862 -1.9875 -1.8962
*
```

And the natural (NBO) charges, in e, turn out to be:
1 C -0.64
2 C -0.49
3 S 0.12
4 C -0.75
5 H 0.21
6 H 0.20
7 H 0.22
8 H 0.20
9 H 0.25
10 H 0.24
11 H 0.21
12 H 0.22
13 O -0.93
14 H 0.46
15 H 0.46
16 O -0.93
17 H 0.47
18 H 0.46
19 O -0.96
20 H 0.49
21 H 0.48

=====

Computed relative energies in units of hartree: #i 0.0247; #ii 0.0000